59
Properties=species:S:1:pos:R:3 method="wB97M-V/def2-TZVPD" molar_mass_g_mol=563.62 de_lowest_ev=0.5459 total_energy_ev=-133711.0093 homo_ev=-6.85 orbital_gap_ev=7.05
K 0.55549 -0.17144 0.79562
C 5.11336 0.93461 0.97773
C 3.67729 0.72675 1.41155
O 2.83126 0.63646 0.51489
C 3.35322 0.67338 2.83410
C 4.41837 0.45999 3.73541
C 4.25287 0.40217 5.09384
C 2.96237 0.60302 5.61055
C 1.90156 0.85139 4.78897
C 2.02721 0.90372 3.36279
O 1.00349 1.17727 2.65814
H 5.11005 1.15266 -0.08791
H 5.70637 0.03453 1.15153
H 5.59844 1.74221 1.52333
H 5.41358 0.31286 3.33462
H 5.08864 0.21069 5.75211
H 2.79879 0.57135 6.68240
H 0.91067 1.02365 5.18860
O -7.57995 -0.43798 -1.17646
C -6.64618 -0.87257 -2.15921
N -6.00893 -2.06692 -1.72510
C -4.83636 -2.18499 -1.02764
O -4.39354 -3.27729 -0.74044
C -4.09994 -0.93441 -0.65276
C -4.67341 0.13479 0.02286
C -3.85874 1.19999 0.37191
C -2.52060 1.16776 0.00975
N -1.95804 0.14531 -0.63526
C -2.73654 -0.89082 -0.92620
H -8.07990 0.30108 -1.53794
H -5.88751 -0.10558 -2.33356
H -7.16956 -1.07375 -3.09894
H -6.49375 -2.94576 -1.83192
H -5.72624 0.12745 0.27150
H -4.24479 2.05069 0.91478
H -1.86764 2.00386 0.22863
H -2.25897 -1.74503 -1.39301
S 1.41686 4.97199 0.45528
C 0.65450 5.26965 -1.04630
C 0.05404 4.12853 -1.47775
N 0.19423 3.04066 -0.66172
C 0.89395 3.35502 0.39096
H 0.66823 6.22768 -1.53481
H -0.50320 4.03422 -2.39748
H 1.13568 2.63568 1.16351
C 1.46921 -4.22225 -3.01482
As 1.46298 -2.72636 -1.80060
C 0.56305 -1.32297 -2.77589
C 3.30482 -2.16343 -1.68693
S 0.54984 -3.15913 0.04897
H 1.83523 -3.90790 -3.99144
H 0.44936 -4.59650 -3.08967
H 2.10792 -5.00584 -2.60965
H 1.14429 -1.05776 -3.65962
H 0.41629 -0.43834 -2.15841
H -0.41431 -1.69961 -3.07715
H 3.72522 -2.12240 -2.69161
H 3.83836 -2.89748 -1.08492
H 3.35103 -1.18457 -1.20919

---

55
Properties=species:S:1:pos:R:3 method="wB97M-V/def2-TZVPD" total_charge=+1 s2=12.551 spin_multiplicity=7 molar_mass_g_mol=555.14 de_lowest_ev=4.8361 total_energy_ev=-68916.1354 homo_ev="-8.87 / -9.30" orbital_gap_ev="4.91 / 5.65"
C -1.24890 3.42423 -3.12948
C -1.12551 2.05912 -2.87548
C 0.19645 1.55152 -2.73761
C 1.28585 2.34318 -3.02909
C 1.15579 3.69586 -3.30265
C -0.13252 4.24188 -3.33224
C 2.68326 1.67460 -2.84988
C 2.66222 0.13090 -3.11217
C 1.48182 -0.51152 -2.80178
C 1.36163 -1.92013 -2.97452
C 2.52191 -2.61662 -3.30870
C 3.73456 -1.95963 -3.53818
C 3.81012 -0.56492 -3.46476
H -2.25522 3.84942 -3.18030
H 2.05615 4.29194 -3.49156
H -0.26909 5.30512 -3.51943
H 3.15981 1.98520 -3.83158
H 2.46669 -3.70711 -3.39202
H 4.62260 -2.53605 -3.78937
H 4.73056 -0.00397 -3.66703
N 0.43231 0.25009 -2.19642
Tb -0.28011 -0.28303 -0.43686
C -2.35466 1.17223 -2.74654
H -2.25100 0.24850 -3.34229
H -3.24554 1.71859 -3.08710
C 0.03866 -2.64889 -2.79204
H -0.79218 -2.10384 -3.27209
H 0.09810 -3.65744 -3.22434
P -2.77327 0.63656 -1.00161
P -0.46170 -2.94814 -1.00820
C 0.72834 -4.22070 -0.49560
H 0.66704 -4.31031 0.59768
H 0.48852 -5.18768 -0.95863
H 1.74998 -3.92363 -0.76017
C -2.00900 -3.89078 -1.18980
H -1.84978 -4.78973 -1.80168
H -2.35073 -4.18597 -0.18876
H -2.78941 -3.26468 -1.64302
C -3.34628 2.19892 -0.26535
H -4.40142 2.37356 -0.51447
H -3.23461 2.10644 0.82380
H -2.73448 3.04260 -0.60544
C -4.31971 -0.29446 -1.22570
H -4.59474 -0.73477 -0.25779
H -5.12470 0.37252 -1.56418
H -4.18087 -1.11077 -1.94682
C 2.82495 1.68276 -1.42543
O 2.53271 1.39858 -0.33252
H 3.52716 2.22304 -2.53044
B 1.00259 1.41545 4.05523
C 0.52336 0.85988 2.71303
N 0.15300 0.42701 1.68976
H 2.12185 0.98135 4.27090
H 0.22565 1.04938 4.92031
H 1.02268 2.63234 3.98082

---

82
Properties=species:S:1:pos:R:3 method="wB97M-V/def2-TZVPD" molar_mass_g_mol=1111.84 total_energy_ev=-230615.4640 homo_ev=-7.55 orbital_gap_ev=5.43
Na 24.54594 11.22932 -22.69176
O 19.67149 10.92338 -25.11735
C 20.91190 11.02084 -24.69172
O 21.25552 12.15289 -24.37420
O 21.65096 10.05388 -24.39405
H 19.58569 11.86240 -24.93712
C 28.21824 15.03002 -23.02455
C 28.60263 14.13265 -21.83562
C 29.16351 14.92086 -20.62964
F 30.21963 15.62839 -21.00718
F 28.23973 15.67620 -20.07411
F 27.50611 13.46741 -21.49565
F 29.46780 13.30558 -22.33398
O 27.27839 14.45409 -23.91237
C 27.32564 14.98073 -25.25831
C 26.28081 14.32933 -26.11792
F 26.26725 14.74655 -27.37135
F 26.47266 13.02026 -26.23475
F 27.09544 16.28913 -25.12101
F 28.55216 14.88761 -25.79143
H 29.06318 15.50532 -23.52283
H 27.68636 15.85466 -22.55006
H 29.57314 14.21439 -19.90770
H 25.29822 14.47664 -25.66970
C 26.72134 7.65310 -26.12797
C 25.90904 6.44324 -26.65416
C 25.09612 5.81229 -25.45258
F 24.21671 4.85897 -25.79267
F 25.85383 5.40849 -24.40291
F 25.03797 6.76857 -27.59924
F 26.74804 5.51259 -27.18353
O 27.81820 7.31120 -25.23466
C 28.37852 8.24556 -24.36181
C 29.71206 7.73060 -23.74755
F 30.33933 8.70102 -23.04153
F 29.55725 6.61562 -23.04138
F 28.54544 9.38580 -25.03553
F 27.50527 8.56396 -23.38004
H 26.02206 8.36894 -25.69590
H 27.14151 8.14562 -27.00489
H 24.48960 6.61335 -25.03006
H 30.44602 7.44690 -24.50183
C 11.26322 14.43575 -23.86661
C 11.51887 13.26587 -22.90347
C 12.83861 13.33016 -22.11343
C 13.14474 12.06767 -21.30847
C 14.61173 11.97182 -20.65100
C 15.76724 12.06870 -21.68998
H 12.13032 14.59692 -24.50713
H 11.14319 15.38499 -23.34446
H 10.46560 14.20063 -24.57132
H 10.68623 13.28737 -22.20037
H 11.45068 12.31445 -23.43097
H 12.85199 14.16129 -21.40833
H 13.60603 13.50710 -22.86699
H 12.42605 11.99842 -20.49189
H 13.04845 11.16468 -21.91133
H 14.72428 12.67303 -19.82412
H 14.63167 10.99698 -20.16377
H 16.70842 11.73116 -21.25599
H 15.52568 11.44934 -22.55377
H 15.86436 13.11903 -21.96471
C 20.79701 14.63218 -19.92547
Cl 19.43606 15.40903 -19.00565
Cl 21.22326 13.07880 -19.12584
Cl 22.23903 15.74127 -19.96535
H 20.45217 14.45435 -20.94408
C 19.03691 8.85257 -29.34469
Cl 20.68646 9.53220 -29.48860
Cl 18.94805 7.47874 -28.23701
Cl 18.34903 8.46687 -30.92502
H 18.42637 9.66055 -28.94157
C 17.87858 16.49701 -27.25590
Cl 18.51830 14.95340 -27.85194
Cl 17.65177 16.64812 -25.52474
Cl 16.25440 16.69083 -28.00595
H 18.49815 17.32434 -27.60195
C 18.20673 6.22152 -22.64614
Cl 16.62761 5.97699 -23.44856
Cl 19.26667 4.77827 -22.76664
Cl 17.91612 6.58242 -20.93763
H 18.69017 7.07507 -23.12137

---

63
Properties=species:S:1:pos:R:3 method="wB97M-V/def2-TZVPD" total_charge=-2 s2=0.767 spin_multiplicity=2 molar_mass_g_mol=657.60 de_lowest_ev=0.1244 total_energy_ev=-150631.4285 homo_ev="-0.66 / -1.49" orbital_gap_ev="4.54 / 5.37"
Na -0.58842 -0.90464 0.46863
C -2.60582 -0.75635 4.14403
C -1.65323 0.25077 3.59566
N -0.63460 -0.01273 2.82925
C -0.01366 1.21670 2.55629
C -0.71590 2.24999 3.24328
N -1.75086 1.57155 3.88782
C -0.68192 3.67003 3.31202
O 0.33651 4.32014 2.72115
O -1.54858 4.32237 3.92307
C 1.07632 1.35716 1.68387
O 1.58499 2.46639 1.36058
O 1.57188 0.20341 1.12530
H -3.09369 -1.30016 3.33618
H -3.37074 -0.27382 4.75380
H -2.07250 -1.47885 4.76210
H -2.47522 2.04144 4.40130
H 0.88333 3.66483 2.19134
C 2.88738 1.03103 -1.32769
Si 3.07095 0.20298 0.33771
C 4.24830 1.16054 1.44928
C 3.80264 -1.51894 0.07755
C 5.19790 -1.54757 0.24455
C 5.95637 -2.67742 -0.02142
C 5.31468 -3.82894 -0.45499
C 3.93766 -3.81496 -0.61415
C 3.14728 -2.68403 -0.36793
Si 1.22166 -2.85784 -0.66320
C 0.91400 -4.36951 0.50113
C 1.21058 -3.76406 -2.37023
H 3.84516 1.03706 -1.85557
H 2.53154 2.05455 -1.20270
H 2.17257 0.47340 -1.93731
H 5.20415 1.36457 0.96184
H 4.44843 0.60616 2.36921
H 3.78762 2.11327 1.70237
H 5.72062 -0.66600 0.59433
H 7.03189 -2.65583 0.11661
H 5.88139 -4.73099 -0.66336
H 3.44804 -4.72484 -0.94477
H 1.59697 -5.20374 0.29146
H -0.11100 -4.73426 0.38123
H 1.03602 -4.09161 1.55211
H 1.74337 -4.72341 -2.36546
H 1.64793 -3.13786 -3.15428
H 0.17410 -3.96514 -2.65688
N -3.70121 4.37250 1.73310
C -3.19566 3.30159 1.00210
C -1.92382 3.37702 0.43826
C -1.40011 2.25898 -0.17724
N -2.05144 1.09625 -0.29995
C -3.30744 1.06400 0.15626
C -3.91819 2.12924 0.79682
H -2.96902 4.80856 2.28940
H -4.46429 4.10114 2.33565
H -1.32028 4.26795 0.55428
H -0.38116 2.28060 -0.54962
H -3.84345 0.13081 0.03115
H -4.92726 2.01961 1.17647
Cl -6.09339 -1.89584 -0.78628
Ge -4.50951 -3.55497 -0.61404
Cl -5.67207 -4.84984 0.88217
Cl -3.17319 -2.46641 0.95215

---

56
Properties=species:S:1:pos:R:3 method="wB97M-V/def2-TZVPD" molar_mass_g_mol=422.91 de_lowest_ev=2.0513 total_energy_ev=-47953.8022 smiles="COc1c(C)cc(C(=O)NCCCOCCNC(=O)C#C[C@H]2CCOC2)cc1Cl" homo_ev=-9.21 orbital_gap_ev=9.74
C 7.85892 -2.68185 2.37423
O 7.57541 -1.45714 1.70959
C 6.38562 -1.46343 1.03552
C 6.36524 -1.75535 -0.32796
C 7.64041 -2.10138 -1.04765
C 5.15523 -1.71362 -1.00666
C 3.97111 -1.40167 -0.35220
C 2.70712 -1.38636 -1.16086
O 2.73030 -1.18679 -2.36607
N 1.55490 -1.62767 -0.49522
C 0.27515 -1.69585 -1.17417
C -0.27736 -0.32864 -1.55296
C -1.65627 -0.43705 -2.16792
O -1.56793 -1.25581 -3.31762
C -2.82433 -1.50699 -3.89728
C -2.63089 -2.23406 -5.21540
N -2.05830 -1.41360 -6.25809
C -0.74841 -1.15809 -6.52760
O -0.42357 -0.30276 -7.33082
C 0.23846 -2.00716 -5.87890
C 1.12528 -2.63972 -5.37484
C 2.22631 -3.37957 -4.77252
C 2.39813 -4.81089 -5.28176
C 3.85050 -5.11040 -4.88743
O 4.50930 -3.85131 -4.75300
C 3.60583 -2.80072 -5.07772
C 4.00188 -1.09610 1.00266
C 5.20363 -1.12438 1.68799
Cl 5.22954 -0.70639 3.36816
H 8.82355 -2.56879 2.86294
H 7.10357 -2.90754 3.13071
H 7.91552 -3.51196 1.66423
H 7.52721 -1.95507 -2.12001
H 8.46050 -1.47333 -0.70159
H 7.92085 -3.14110 -0.86953
H 5.12717 -1.93119 -2.06745
H 1.60348 -1.88541 0.47380
H 0.36609 -2.30856 -2.07205
H -0.42611 -2.21737 -0.51796
H -0.32754 0.31257 -0.66935
H 0.39900 0.14741 -2.26551
H -2.36146 -0.87854 -1.44762
H -2.02935 0.55598 -2.44555
H -3.43038 -2.12980 -3.22380
H -3.36003 -0.56382 -4.07365
H -2.00358 -3.11354 -5.05695
H -3.60225 -2.59097 -5.55933
H -2.67797 -0.80695 -6.77301
H 2.09305 -3.37679 -3.68867
H 1.68624 -5.51042 -4.84531
H 2.28055 -4.84130 -6.36591
H 3.89859 -5.62656 -3.92524
H 4.35355 -5.71423 -5.64483
H 3.69183 -2.53543 -6.13806
H 3.83928 -1.92598 -4.47506
H 3.11254 -0.79159 1.53935

---

58
Properties=species:S:1:pos:R:3 method="wB97M-V/def2-TZVPD" molar_mass_g_mol=466.99 de_lowest_ev=19.4439 total_energy_ev=-59703.0628 homo_ev=-7.60 orbital_gap_ev=7.37
C -5.06940 -1.67775 -1.17118
C -3.56095 -2.01824 -0.94002
N -2.89843 -2.90021 -1.51735
O -1.73196 -3.01918 -1.00248
C -1.63976 -2.15943 -0.23912
C -2.93545 -1.40530 0.03117
S -3.38442 -0.02409 1.08818
O -4.65126 0.01236 1.30375
O -2.29833 0.35417 1.79038
N -3.28948 1.23469 -0.29197
C -2.14841 1.61978 -0.99038
H -1.86140 0.51668 -1.39695
C -0.99053 1.96630 -0.30087
C 0.27994 2.30062 -0.97780
O 0.61420 3.17786 -1.75283
N 0.86500 1.00553 -0.91787
H 0.62058 0.07491 -0.48476
C 2.10569 0.82185 -1.74024
C 3.40712 0.45294 -1.08765
C 3.96150 -0.73302 -1.34147
C 5.04677 -1.26572 -0.86581
C 5.40332 -0.52771 0.53267
C 4.83867 0.60582 0.89420
C 3.68426 1.02293 0.31320
Cl 2.94184 2.55853 0.49185
H 5.25151 1.02456 1.72134
H 6.39393 -1.17255 0.91323
H 5.65712 -1.96639 -1.17641
H 3.58207 -1.31382 -2.24769
H 2.41155 1.83694 -2.13391
H 1.96543 0.32204 -2.72309
C -1.58274 3.50420 0.05835
C -2.82250 3.40520 0.98848
C -3.89099 2.42480 0.14014
H -4.78080 2.25185 0.76781
H -4.14010 3.30901 -0.69182
H -3.25198 4.34750 1.03423
H -2.64899 2.85852 2.16813
H -0.83175 4.10996 0.80051
H -1.83708 4.23347 -0.63262
H -0.75140 1.49772 0.88553
H -2.43669 2.06174 -1.68285
C -0.55217 -1.78139 0.64328
C 0.60337 -2.64658 0.46369
N 1.72485 -2.28953 0.99038
C 3.01006 -3.42227 0.95464
H 2.74699 -4.10980 0.15291
H 3.01279 -4.12527 1.90715
H 3.85508 -2.79004 0.73607
C 1.85109 -1.29720 2.15361
H 3.04838 -1.28708 2.37077
H 1.37535 -1.55031 2.91573
H 1.89734 -0.31419 1.63324
H 0.68000 -3.38995 -0.19059
H -0.39790 -1.02030 1.46245
H -5.59793 -1.31116 -0.13047
H -5.17068 -0.87862 -1.99209
H -5.68233 -2.51543 -1.68683